A 7-piece molecular cluster, C26H65N3O7 overall. Source: the OMol25 dataset; level of theory: ωB97M-V with the def2-TZVPD basis set.

Each line ends with the Löwdin charge.
Geometry (Å):
1 C -3.175 4.000 2.710  -0.15
2 O -1.992 3.906 3.475  -0.12
3 H -4.079 3.959 3.318  0.08
4 H -3.300 4.903 2.112  0.08
5 H -3.174 3.143 2.036  0.07
6 H -2.054 4.555 4.180  0.09
7 C 0.800 3.259 1.126  -0.13
8 O 0.629 2.629 2.395  -0.14
9 H 1.328 4.165 1.423  0.08
10 H 1.311 2.728 0.323  0.06
11 H -0.187 3.464 0.712  0.07
12 H -0.108 3.042 2.851  0.03
13 C -1.571 -0.024 1.298  -0.18
14 O -1.455 -1.053 2.212  -0.11
15 H -2.172 0.792 1.701  0.07
16 H -0.619 0.483 1.138  0.06
17 H -2.041 -0.306 0.357  0.08
18 H -1.057 -0.752 3.032  0.02
19 C -0.985 0.474 4.917  -0.16
20 O 0.065 -0.111 4.271  -0.14
21 H -1.950 -0.030 4.854  0.10
22 H -0.703 0.564 5.966  0.09
23 H -1.053 1.508 4.577  0.07
24 H 0.689 0.522 3.908  0.10
25 C -0.579 -4.253 5.167  -0.06
26 C 0.814 -3.758 5.547  -0.43
27 C 1.837 -3.715 4.376  -0.19
28 O 3.069 -3.766 5.083  -0.20
29 C 4.231 -3.640 4.226  -0.08
30 N 0.730 -2.419 6.037  0.04
31 H -1.294 -3.856 5.888  0.07
32 H -0.639 -5.341 5.174  0.07
33 H -0.908 -3.871 4.200  0.07
34 H 1.125 -4.422 6.354  0.14
35 H 1.790 -2.837 3.732  0.11
36 H 1.637 -4.584 3.749  0.11
37 H 4.084 -2.742 3.626  0.08
38 H 4.316 -4.434 3.483  0.08
39 H 5.139 -3.552 4.823  0.08
40 H 1.685 -2.140 6.213  0.07
41 H 0.340 -1.795 5.344  0.04
42 C -0.272 -2.715 -1.034  -0.03
43 C 1.211 -3.093 -0.643  -0.39
44 C 1.959 -3.621 -1.965  -0.13
45 C 2.343 -2.487 -2.917  -0.19
46 C 3.136 -1.348 -2.144  -0.10
47 C 2.548 -0.823 -0.753  -0.47
48 N 2.006 -1.985 0.013  -0.13
49 O 1.417 -1.617 1.177  -0.01
50 C 3.673 -0.259 0.103  -0.03
51 C 1.556 0.274 -1.191  -0.04
52 C 1.100 -4.389 0.271  -0.03
53 H -0.961 -2.613 -0.196  0.07
54 H -0.747 -3.541 -1.563  0.08
55 H -0.379 -1.831 -1.663  0.06
56 H 2.894 -4.123 -1.714  0.11
57 H 1.370 -4.286 -2.598  0.11
58 H 1.494 -2.053 -3.444  0.09
59 H 2.921 -2.732 -3.808  0.10
60 H 3.100 -0.500 -2.827  0.10
61 H 4.133 -1.784 -2.201  0.11
62 H 3.236 0.179 1.000  0.08
63 H 4.428 -0.966 0.448  0.09
64 H 4.082 0.512 -0.550  0.08
65 H 0.993 0.642 -0.333  0.05
66 H 2.037 1.093 -1.725  0.09
67 H 0.760 -0.123 -1.821  0.05
68 H 0.650 -5.187 -0.319  0.08
69 H 0.380 -4.238 1.075  0.07
70 H 2.014 -4.761 0.736  0.08
71 H 0.551 -1.333 0.878  0.05
72 C -4.460 2.032 -3.842  -0.04
73 C -2.933 1.997 -3.509  -0.48
74 C -2.439 0.837 -4.349  -0.15
75 C -0.900 0.767 -4.484  -0.14
76 C -0.413 2.092 -5.107  -0.14
77 C -0.895 3.330 -4.356  -0.50
78 N -2.305 3.240 -4.052  -0.14
79 O -2.905 4.414 -3.621  0.01
80 C -0.018 3.542 -3.039  -0.01
81 C -0.633 4.511 -5.257  -0.05
82 C -2.715 1.732 -2.029  -0.03
83 H -5.027 2.668 -3.162  0.08
84 H -4.829 1.014 -3.718  0.08
85 H -4.663 2.243 -4.892  0.08
86 H -2.753 -0.044 -3.790  0.12
87 H -2.941 0.765 -5.315  0.12
88 H -0.519 -0.050 -5.097  0.11
89 H -0.460 0.643 -3.495  0.08
90 H -0.749 2.216 -6.136  0.12
91 H 0.672 2.063 -5.209  0.12
92 H -0.211 2.963 -2.136  0.05
93 H 1.036 3.324 -3.213  0.07
94 H 0.077 4.576 -2.708  0.07
95 H -1.397 4.501 -6.035  0.09
96 H -0.789 5.469 -4.761  0.08
97 H 0.364 4.668 -5.669  0.09
98 H -3.536 1.100 -1.692  0.08
99 H -2.677 2.578 -1.343  0.08
100 H -1.840 1.155 -1.731  0.06
101 H -3.298 4.670 -4.459  0.10

The orbital gap comes out at 0.3145 Ha. The energy above the lowest of the compared OMol25 structures with the same formula, charge and spin is 24.13 kJ/mol. As for the SMILES: CC1(C)CCCC(C)(C)N1O.CC1(C)CCCC(C)(C)N1O.COC[C@H](C)N.CO.CO.CO.CO. The calculation puts the HOMO energy at -8.1962 eV. The calculation puts the LUMO energy at 0.362 eV.

C26H66F9N5O14S3 as an isolated structure. Source: the OMol25 dataset; level of theory: ωB97M-V with the def2-TZVPD basis set.

Each line ends with the Löwdin charge.
Geometry (Å):
1 C -0.410 -3.756 -0.304  0.00
2 C 1.131 -3.642 -0.342  -0.26
3 C 1.951 -4.451 -1.272  -0.14
4 O 3.344 -4.157 -1.017  -0.19
5 C 4.377 -4.956 -1.546  -0.09
6 N 1.373 -2.205 -0.648  0.15
7 H 2.363 -2.026 -0.729  0.16
8 H 0.950 -2.219 -1.565  -0.03
9 H 0.758 -1.602 -0.120  0.03
10 H -0.859 -3.752 -1.297  0.08
11 H -0.870 -3.002 0.336  0.06
12 H -0.671 -4.661 0.244  0.10
13 H 1.498 -3.747 0.679  0.16
14 H 1.615 -4.216 -2.282  0.13
15 H 1.893 -5.529 -1.118  0.14
16 H 5.227 -4.582 -0.975  0.10
17 H 4.535 -5.025 -2.623  0.09
18 H 4.259 -6.013 -1.308  0.09
19 C -6.393 -2.001 -2.856  -0.05
20 C -5.304 -2.385 -1.869  -0.28
21 C -4.460 -1.117 -1.472  -0.15
22 O -3.353 -1.545 -0.690  -0.16
23 C -1.978 -1.395 -1.224  -0.17
24 N -5.935 -3.046 -0.652  0.24
25 H -6.589 -3.798 -0.818  0.17
26 H -5.184 -3.610 -0.279  0.16
27 H -6.389 -2.360 -0.067  0.17
28 H -6.814 -2.906 -3.295  0.09
29 H -6.032 -1.294 -3.603  0.10
30 H -7.274 -1.532 -2.418  0.09
31 H -4.701 -3.116 -2.408  0.16
32 H -5.104 -0.493 -0.852  0.13
33 H -4.064 -0.490 -2.270  0.13
34 H -1.258 -1.285 -0.413  -0.16
35 H -1.762 -0.470 -1.758  -0.03
36 H -1.513 -2.204 -1.788  0.08
37 C -1.642 1.061 -1.828  0.01
38 N -0.847 2.390 -2.137  -0.15
39 C 0.583 2.446 -1.475  -0.05
40 C -0.472 2.414 -3.672  0.04
41 C -1.780 3.641 -1.831  -0.04
42 C -1.238 5.070 -2.063  -0.19
43 O -0.827 5.412 -3.435  -0.07
44 H -1.811 1.070 -0.751  0.10
45 H -1.115 0.120 -1.981  0.02
46 H -2.636 1.085 -2.275  0.13
47 H 1.374 1.872 -1.958  0.08
48 H 0.304 2.038 -0.504  0.03
49 H 0.944 3.465 -1.333  0.10
50 H -1.278 2.596 -4.383  0.11
51 H -0.131 1.395 -3.853  0.05
52 H 0.279 3.179 -3.869  0.11
53 H -2.119 3.427 -0.817  0.11
54 H -2.702 3.392 -2.356  0.12
55 H -0.375 5.318 -1.446  0.00
56 H -1.935 5.824 -1.697  0.13
57 H -0.912 6.368 -3.414  0.08
58 C 3.799 3.483 0.819  0.02
59 N 4.045 1.948 0.386  -0.19
60 C 3.448 1.031 1.472  0.04
61 C 3.225 1.719 -0.961  0.02
62 C 5.527 1.731 0.083  -0.08
63 C 6.581 2.096 1.159  -0.26
64 O 6.471 1.408 2.357  -0.06
65 H 2.789 3.892 0.826  -0.05
66 H 4.322 4.063 0.059  0.12
67 H 4.317 3.612 1.770  0.11
68 H 2.470 1.400 1.783  0.08
69 H 4.149 1.071 2.305  0.11
70 H 3.440 0.096 0.913  0.12
71 H 3.616 2.160 -1.878  0.14
72 H 2.187 2.000 -0.785  0.02
73 H 3.190 0.635 -1.068  0.09
74 H 5.812 2.266 -0.823  0.13
75 H 5.746 0.683 -0.124  0.14
76 H 6.683 3.144 1.440  0.12
77 H 7.536 1.827 0.708  0.13
78 H 7.101 1.717 3.012  0.11
79 C -3.593 -0.582 3.754  0.03
80 N -2.354 -1.372 4.240  -0.31
81 C -1.585 -0.502 5.214  0.03
82 C -2.876 -2.619 5.015  0.05
83 C -1.460 -1.745 3.019  -0.12
84 C -0.141 -2.331 3.494  -0.19
85 O 0.986 -1.419 3.308  -0.06
86 H -4.307 -1.225 3.239  0.10
87 H -3.184 0.208 3.123  0.09
88 H -4.076 -0.100 4.603  0.11
89 H -0.763 -1.047 5.680  0.11
90 H -2.259 -0.068 5.953  0.11
91 H -1.171 0.299 4.602  0.11
92 H -3.500 -3.139 4.288  0.10
93 H -3.558 -2.217 5.763  0.11
94 H -2.016 -3.162 5.408  0.10
95 H -1.330 -0.812 2.472  0.04
96 H -2.013 -2.459 2.408  0.15
97 H 0.092 -3.229 2.921  0.13
98 H -0.099 -2.732 4.506  0.12
99 H 0.830 -1.189 2.389  -0.15
100 C 0.752 1.003 1.191  -0.45
101 F 1.115 1.007 2.500  0.14
102 F 0.221 2.156 0.808  0.03
103 F 1.782 0.908 0.348  -0.08
104 S -0.526 -0.457 0.800  0.84
105 O 0.057 -1.554 1.617  -0.34
106 O -1.795 0.181 1.225  -0.22
107 O -0.346 -0.794 -0.613  -0.35
108 C -0.090 4.398 2.044  -0.64
109 F -0.046 5.443 2.817  0.19
110 F 0.142 3.321 2.752  0.15
111 F -1.320 4.355 1.563  0.15
112 S 1.209 4.625 0.536  0.74
113 O 2.431 5.225 1.163  -0.27
114 O 1.448 3.284 -0.005  -0.47
115 O 0.521 5.520 -0.379  -0.25
116 C 1.388 -0.335 -2.913  -0.64
117 F 2.616 -0.814 -2.983  0.19
118 F 1.190 0.059 -1.659  0.03
119 F 1.132 0.684 -3.637  0.15
120 S 0.178 -1.714 -3.509  0.69
121 O -1.126 -1.056 -3.397  -0.31
122 O 0.652 -2.103 -4.845  -0.25
123 O 0.316 -2.880 -2.579  -0.36

The orbital gap comes out at 0.2582 Ha. The calculation puts the HOMO energy at -12.1817 eV. Its charge is +2. The calculation puts the LUMO energy at -5.156 eV.

A 6-piece molecular cluster, C26H66N5O12 overall. Source: the OMol25 dataset; level of theory: ωB97M-V with the def2-TZVPD basis set.

Each line ends with the Löwdin spin population.
Geometry (Å):
1 N -13.038 21.542 -23.296  -0.04
2 O -12.513 21.334 -22.194  0.51
3 O -12.320 21.536 -24.285  0.24
4 O -14.211 21.814 -23.248  0.30
5 C -8.533 21.630 -21.423  0.00
6 C -8.949 22.940 -22.148  0.00
7 O -9.693 22.690 -23.288  0.00
8 H -8.298 21.852 -20.382  0.00
9 H -7.722 21.130 -21.951  0.00
10 H -9.309 20.864 -21.445  0.00
11 H -8.115 23.566 -22.466  0.00
12 H -9.528 23.591 -21.493  0.00
13 H -10.603 22.582 -23.002  0.00
14 C -11.044 21.694 -19.220  0.00
15 O -12.294 21.910 -18.551  0.00
16 C -12.187 22.592 -17.302  0.00
17 C -13.622 22.834 -16.769  0.00
18 N -14.433 21.659 -16.874  0.00
19 C -14.006 20.550 -16.041  0.00
20 C -14.069 20.842 -14.510  0.00
21 O -15.430 21.074 -14.264  0.00
22 C -15.701 21.787 -13.015  0.00
23 H -10.574 22.661 -19.400  0.00
24 H -11.099 21.118 -20.144  0.00
25 H -10.313 21.198 -18.581  0.00
26 H -11.678 23.548 -17.425  0.00
27 H -11.494 22.119 -16.606  0.00
28 H -14.011 23.655 -17.371  0.00
29 H -13.606 23.248 -15.762  0.00
30 H -15.208 22.029 -16.342  0.00
31 H -12.973 20.296 -16.280  0.00
32 H -14.591 19.656 -16.254  0.00
33 H -13.530 21.759 -14.273  0.00
34 H -13.629 20.056 -13.896  0.00
35 H -16.750 21.735 -12.724  0.00
36 H -15.377 22.826 -12.963  0.00
37 H -15.171 21.237 -12.238  0.00
38 C -16.344 24.677 -21.882  0.00
39 O -16.590 23.311 -21.506  0.00
40 C -17.900 22.962 -22.002  0.00
41 C -18.412 21.643 -21.425  0.00
42 N -17.452 20.587 -21.355  0.00
43 C -17.012 20.124 -22.739  0.00
44 C -16.072 18.964 -22.698  0.00
45 O -14.875 19.337 -22.048  0.00
46 C -13.844 18.308 -22.142  0.00
47 H -15.347 24.569 -22.309  0.00
48 H -16.232 25.356 -21.037  0.00
49 H -17.044 25.039 -22.636  0.00
50 H -17.773 22.738 -23.061  0.00
51 H -18.683 23.720 -21.980  0.00
52 H -19.266 21.261 -21.984  0.00
53 H -18.792 21.791 -20.414  0.00
54 H -17.876 19.802 -20.883  0.00
55 H -16.620 20.919 -23.373  0.00
56 H -17.891 19.764 -23.273  0.00
57 H -15.903 18.697 -23.741  0.00
58 H -16.476 18.088 -22.190  0.00
59 H -14.029 17.501 -21.433  0.00
60 H -12.912 18.763 -21.807  0.00
61 H -13.752 17.920 -23.156  0.00
62 C -12.326 20.477 -31.099  0.00
63 O -11.831 19.677 -30.025  0.00
64 C -12.206 18.274 -30.181  0.00
65 C -11.586 17.392 -29.079  0.00
66 N -11.741 17.982 -27.717  0.00
67 C -10.965 17.121 -26.801  0.00
68 C -11.009 17.528 -25.342  0.00
69 O -10.568 18.867 -25.145  0.00
70 C -10.354 19.228 -23.800  0.00
71 H -13.416 20.502 -31.092  0.00
72 H -11.958 20.100 -32.053  0.00
73 H -11.950 21.500 -31.072  0.00
74 H -11.880 17.765 -31.088  0.00
75 H -13.291 18.174 -30.141  0.00
76 H -10.563 17.156 -29.373  0.00
77 H -12.051 16.416 -29.210  0.00
78 H -12.698 17.771 -27.472  0.00
79 H -9.914 17.215 -27.071  0.00
80 H -11.324 16.094 -26.873  0.00
81 H -10.326 16.842 -24.843  0.00
82 H -12.021 17.451 -24.944  0.00
83 H -11.321 19.180 -23.299  0.00
84 H -9.949 20.239 -23.753  0.00
85 H -9.680 18.544 -23.284  0.00
86 C -7.563 18.788 -26.510  0.00
87 O -8.068 20.111 -26.499  0.00
88 C -7.326 21.052 -25.682  0.00
89 C -7.697 22.451 -26.296  0.00
90 N -9.115 22.840 -25.925  0.00
91 C -9.402 24.230 -26.450  0.00
92 C -10.710 24.757 -25.842  0.00
93 O -11.767 23.861 -26.221  0.00
94 C -13.040 24.198 -25.556  0.00
95 H -8.018 18.149 -27.267  0.00
96 H -7.802 18.332 -25.550  0.00
97 H -6.487 18.733 -26.676  0.00
98 H -6.248 20.974 -25.822  0.00
99 H -7.549 21.069 -24.615  0.00
100 H -7.540 22.479 -27.375  0.00
101 H -6.990 23.129 -25.819  0.00
102 H -9.093 22.967 -24.924  0.00
103 H -9.457 24.203 -27.539  0.00
104 H -8.600 24.912 -26.167  0.00
105 H -10.954 25.750 -26.217  0.00
106 H -10.572 24.920 -24.773  0.00
107 H -12.929 24.204 -24.472  0.00
108 H -13.706 23.354 -25.739  0.00
109 H -13.522 25.131 -25.848  0.00

As for the spin multiplicity: 2. The orbital gap (alpha / beta) comes out at 0.3041 / 0.1521 Ha. The calculation puts the HOMO energy (alpha / beta) at -7.9612 / -7.9585 eV. The calculation puts the LUMO energy (alpha / beta) at 0.315 / -3.821 eV.